This record from the OMol25 dataset describes a 2-piece molecular cluster, C3H10OS overall at a distorted geometry. The level of theory is ωB97M-V/def2-TZVPD.

XYZ file:
```
15
Properties=species:S:1:pos:R:3:forces:R:3
C 4.254 -2.152 -3.692 0.58 -2.81 -0.02
O 4.442 -1.741 -2.312 0.02 -0.70 -1.76
H 4.605 -3.253 -3.849 -1.20 1.64 0.77
H 4.898 -1.704 -4.437 0.34 0.98 0.22
H 3.220 -1.988 -3.997 -0.03 -0.34 -0.01
H 4.575 -0.824 -2.489 0.28 1.25 0.80
C -3.745 0.954 2.297 -0.85 -2.42 -0.32
C -2.322 1.139 1.845 1.03 0.78 -1.71
S -1.805 2.789 2.489 0.18 0.08 -1.90
H -4.445 1.597 1.746 0.20 -0.23 0.34
H -4.103 -0.170 2.235 0.89 2.26 -0.14
H -3.678 1.182 3.330 -1.04 0.16 1.27
H -2.283 1.221 0.678 0.76 -0.59 2.29
H -1.558 0.541 2.457 -0.96 0.08 -1.52
H -2.055 2.409 3.699 -0.20 -0.14 1.70
```
Positions in Å, forces in eV/Å.

- Electronic energy: -16145.01391 eV
- Net charge: +1
- E_LUMO (spin up / spin down): -4.4181 / -9.3110 eV
- Spin multiplicity: 2
- Energy relative to the best compared isomer or geometry (same formula, charge and spin): 221.5 kJ/mol
- Kohn-Sham gap (spin up / spin down): 7.784 / 2.891 eV